No. 1
C59H68N3O2 | the ωB97M-V functional and the def2-TZVPD basis

The geometry in XYZ format:
```
132
Properties=species:S:1:pos:R:3:forces:R:3
C 1.43790 -3.65293 3.41733 -0.1 -0.4 -0.1
H 1.66662 -0.38095 -10.31858 -0.1 -0.1 0.4
C -4.07795 1.11708 -0.08421 0.2 0.3 -0.2
H 5.23687 -5.78080 -3.70610 -0.3 0.2 -0.1
H 0.01032 6.44808 1.22865 -0.2 -0.4 0.0
H 4.10673 -2.57309 -0.01281 -0.1 0.0 -0.2
C -1.70353 0.89737 0.43015 -0.7 0.3 -0.3
C -1.93884 5.71846 1.67580 0.2 -0.3 0.0
C 1.58054 4.38990 1.37592 -0.4 0.2 0.1
H 2.81782 5.07959 -0.26587 -0.2 0.0 0.1
C 0.10624 0.81593 2.18893 -1.6 -0.7 -0.8
C -0.41829 -3.35398 5.47261 -0.1 -0.3 0.1
C 0.40981 -2.12227 5.06781 0.3 -0.1 -0.1
C -2.52034 2.91141 -0.66731 -0.7 -0.1 0.2
H -4.92285 2.23502 4.22104 0.2 0.1 -0.1
H -0.81170 -2.58534 -7.56261 0.2 0.1 -0.2
H 4.28630 0.46146 0.39279 -0.1 -0.1 0.1
H 1.47486 -3.77072 -3.08634 0.3 -0.1 -0.1
H -5.69028 -1.41440 -5.55184 0.3 -0.2 0.2
H -3.73402 4.79579 2.31140 0.3 -0.1 0.2
H 3.18997 -3.97462 -7.04693 0.1 -0.1 0.3
C -0.71393 0.22099 1.21849 0.8 0.6 1.2
H -3.29638 -0.85861 -5.98863 -0.2 -0.1 0.2
H 2.80392 -2.45163 -1.23672 0.1 0.0 0.1
H 4.10547 -1.27340 -1.21261 -0.1 0.0 0.2
C -0.58802 -0.98434 5.09628 -0.1 0.4 0.1
N -4.89311 3.38533 -0.38328 -2.1 1.6 -0.1
H 2.06241 2.35120 1.89560 0.2 0.0 -0.3
H -6.26060 -3.22458 -3.92232 0.4 0.1 0.0
C 1.60233 -4.11217 2.12209 -0.1 0.2 0.1
H -0.10070 -0.01848 4.99501 -0.3 -0.1 0.0
H 4.38622 -0.76508 1.68325 -0.1 0.2 -0.1
H 0.26231 2.10737 4.87221 0.1 0.0 -0.2
C -2.85954 -3.33945 -3.67732 -0.2 0.0 -0.3
C -1.46582 2.14615 -0.21425 0.0 -0.6 0.0
H -2.37041 3.90055 -1.08514 0.0 -0.1 0.2
C 1.19276 -2.18214 -6.86315 0.0 0.5 -0.2
C 1.79236 5.22763 0.10119 0.0 0.1 -0.2
H -4.64078 2.69821 2.53213 0.0 0.0 0.2
C 4.38722 -5.22355 -4.10461 -0.3 0.2 -0.2
H -0.96602 -3.13692 6.40032 0.2 0.0 -0.2
H -3.09870 2.78139 5.95529 0.1 0.1 -0.2
H 2.38006 0.44956 -1.21567 0.0 -0.2 0.0
H 3.52890 -0.39693 -8.63768 -0.4 -0.1 0.1
C -2.52235 -2.32789 -4.61305 -0.8 -0.2 0.8
H 2.75987 1.07610 3.53337 -0.2 0.0 0.1
C 1.06227 -2.96972 -5.63101 0.0 0.5 0.4
H 3.45493 5.03363 2.23674 -0.2 0.1 0.1
H 2.06071 -2.86929 6.26621 -0.1 0.2 0.0
C -0.15062 -3.00833 -4.89674 0.2 0.2 0.2
H -2.06216 -3.88255 -3.16533 -0.4 0.2 -0.1
H 2.24561 -1.16936 5.80402 -0.1 -0.2 0.2
H -3.17860 -0.69351 0.66563 0.0 0.5 0.0
H 5.14023 -5.19671 -6.13235 -0.3 0.1 0.2
C -2.58966 1.27154 3.77099 0.3 -0.6 0.2
H -1.15569 -3.58478 4.69556 0.1 0.0 0.1
C -1.15924 -2.06956 -4.97837 0.1 -0.5 -1.1
C -2.65691 4.67275 2.23134 0.2 0.3 -0.1
C 3.46139 -1.88376 -0.56922 0.2 -0.2 0.0
C 1.06463 -2.32716 3.66882 -0.1 0.2 0.1
C 1.73502 0.86289 3.87447 0.7 -0.6 -0.1
H 1.07801 -1.61799 7.06789 0.1 -0.1 -0.1
H 2.08422 6.10688 2.60788 0.1 -0.2 0.1
H -0.43993 2.51099 -0.32324 -0.5 -0.1 0.1
H -2.83862 0.85130 2.79077 0.0 0.0 0.3
C 0.29187 -1.43122 -9.01201 0.2 0.0 0.1
H 1.23039 0.60718 0.11186 0.1 -0.3 -0.4
C -3.56773 -1.62298 -5.25914 0.4 -0.1 0.1
C -0.56714 5.58172 1.55120 -0.3 0.1 -0.2
H 3.20683 -1.50458 -6.44728 -0.2 0.0 -0.2
H 2.25819 4.56011 3.46088 0.1 0.2 -0.2
C -4.36697 2.92241 3.57073 -0.1 0.3 0.0
H 3.34887 -5.10894 -2.20572 0.1 0.1 -0.3
C 1.84393 -1.81492 1.41029 0.0 0.2 -0.4
H -2.81199 4.38706 5.23705 0.1 -0.2 0.0
H 3.22234 3.11246 0.82226 -0.2 0.1 -0.1
C 2.67050 -0.97587 0.38478 -0.6 -0.2 -0.2
H 3.22330 0.57938 1.80002 0.2 -0.2 -0.2
C 2.38764 5.05989 2.49497 0.1 0.0 0.1
H 1.50039 3.02841 4.02013 -0.2 -0.4 -0.1
C 1.31775 -1.35023 2.65783 -0.1 -0.5 0.0
H -4.70002 3.94025 3.81454 0.0 -0.3 -0.1
H -0.68034 -0.86902 1.19572 0.0 0.3 0.0
H -2.44095 6.63029 1.36912 0.1 -0.1 0.1
C 2.56518 -0.85703 -8.40177 -0.2 -0.2 0.2
H 1.51492 -4.36254 4.24329 -0.3 0.2 -0.4
C 2.26546 -4.10127 -3.76274 0.1 -0.1 -0.1
C 1.51983 -0.83950 -9.33681 -0.1 -0.2 0.3
H 0.18619 -4.24696 5.66139 -0.2 0.2 0.0
C -4.89771 -1.95023 -5.02425 0.0 -0.2 0.2
H 1.76548 -3.52903 0.07815 0.4 0.2 0.3
C 2.39560 -1.50061 -7.17569 0.1 -0.3 -0.2
C -4.19370 -3.65252 -3.43375 0.1 0.0 0.1
C 1.70088 -3.17322 1.10589 0.3 -0.2 0.2
H -0.26961 -3.84828 -4.20850 -0.1 0.2 -0.4
H -1.32912 -1.11188 4.29905 0.1 0.2 0.1
C 1.77842 -0.11750 -0.49306 -0.1 0.7 -0.1
H -1.11442 -0.97441 6.06192 0.1 0.0 -0.3
H 1.83190 0.34310 4.82894 -0.1 0.1 -0.2
C 4.33286 -4.89419 -5.46463 -0.2 0.1 0.0
C 0.12896 -2.08242 -7.78876 0.0 -0.1 0.0
H -4.44897 -4.43836 -2.71211 0.1 0.4 -0.3
H -0.96790 -1.13309 -5.50609 0.0 -0.2 0.0
N 0.04830 2.07431 2.77320 0.3 0.2 -0.2
H 1.64280 2.58965 0.18657 0.1 0.0 0.2
H -0.53480 -1.41852 -9.72534 0.3 0.0 0.2
H -3.16926 0.75020 4.54343 0.0 0.1 -0.1
C 0.06954 4.35928 1.77538 0.5 0.1 0.0
C -2.53129 3.32621 5.18750 0.2 0.1 0.1
C -3.01785 0.33844 0.32907 0.6 0.1 -0.2
C -5.21570 -2.96642 -4.10750 0.3 0.2 -0.2
C -0.65782 3.29544 2.38223 -0.1 0.3 0.3
H -1.54289 1.07559 3.97790 -0.3 -0.1 0.0
C 1.51642 -1.92880 6.10979 0.1 0.1 0.2
O -6.01489 2.96480 -0.00113 1.9 0.9 -0.8
C 2.19333 -3.74716 -5.13356 0.4 -0.4 0.1
C 0.90137 2.11058 3.97451 -0.7 0.6 0.1
H 1.68367 -5.17843 1.90918 0.0 0.3 0.1
C -2.85457 2.75415 3.79924 -0.2 0.0 -0.5
C 2.15021 3.02865 1.05168 0.4 -0.4 0.2
C 3.33877 -4.83636 -3.26144 -0.3 0.2 -0.1
C -2.01915 3.53510 2.73901 -0.2 -0.2 0.3
H -5.09918 0.75679 -0.06062 0.1 0.0 0.2
H -1.46141 3.24397 5.42391 -0.2 0.0 0.0
O -4.65075 4.59560 -0.60810 -0.5 -2.2 0.3
C 3.24529 -4.18615 -5.97781 0.0 0.1 0.1
C 3.69953 -0.12306 1.11426 0.1 0.1 0.3
H 1.04523 -0.72849 -1.03184 0.1 0.1 0.0
H 1.10165 4.90945 -0.68870 0.1 0.1 0.1
H 1.66397 6.30235 0.27208 0.0 -0.3 -0.1
N 1.02980 0.05054 2.87834 0.7 -0.1 0.2
C -3.84069 2.44327 -0.49362 1.4 -0.6 0.6
```
Forces are in eV/Å.

Computed properties:
HOMO-LUMO gap in eV: 3.27
Strongest force on any atom in eV/A: 2.70
LUMO level in eV: -5.39
Total charge: +1

Atomic partial charges in e from the Mulliken method, atoms 1 to 2: number 1, C, carries -0.5557; number 2, H, carries 0.4089


No. 2
C24H30N6O5 | the ωB97M-V functional and the def2-TZVPD basis

The geometry in XYZ format:
```
65
Properties=species:S:1:pos:R:3:forces:R:3
C -0.11426 -4.49530 -1.51944 0.0 -1.1 -0.8
C 4.82614 -0.66957 -1.36937 0.1 -0.2 0.0
C 2.33519 1.97090 -1.48003 0.2 -0.1 0.0
H 0.08303 -0.95287 -0.41293 0.0 0.0 0.0
C 0.69554 -0.11541 -0.70727 -0.2 0.2 0.0
H -1.40297 3.05997 4.36038 -0.1 -0.1 0.0
N -0.52273 2.84204 1.24300 0.2 0.2 0.0
H -3.81024 2.53150 -0.69988 -0.1 -0.1 -0.1
O -1.34485 0.16518 1.70680 0.0 -0.2 0.2
C -0.09179 -5.59796 -2.33591 -0.2 0.8 0.6
N -2.51210 -4.22569 -1.10105 0.3 -0.6 -0.5
H 3.73044 -4.18172 -1.03093 0.1 0.0 0.1
C -3.11435 -0.04635 -1.41201 -0.8 0.2 -0.1
C 0.77596 3.17747 4.37969 0.1 -0.1 0.0
C -1.22759 -3.85164 -0.89681 -0.4 0.9 0.7
H 1.25393 2.29732 4.80589 0.0 0.0 0.1
C 0.99305 2.18830 -1.26755 0.0 -0.2 -0.1
C 1.26220 -5.80637 -2.66534 0.5 0.4 0.3
H 2.06520 3.04888 2.64601 0.1 -0.1 -0.1
C 0.15249 1.14937 -0.86232 0.1 -0.1 -0.1
C 2.88091 0.69659 -1.30485 -0.1 0.1 0.0
H 5.88292 -0.51766 -1.58337 -0.1 -0.1 0.0
H -2.70992 -1.82869 2.11710 -0.1 0.1 -0.2
C -4.41899 0.76702 -1.24728 0.2 -0.4 -0.2
H -0.61754 1.78414 3.43840 -0.1 0.0 0.0
H 0.61933 3.89954 5.18237 0.0 0.0 0.1
C -0.56162 2.83879 3.70655 -0.1 0.0 0.1
C -2.05861 -0.27264 0.82564 -0.3 -0.4 0.0
H -3.36095 -1.10681 -1.39325 0.1 0.0 0.0
H -3.95026 -1.40219 0.90549 0.1 -0.1 0.0
H 3.99264 -5.40014 -2.29493 0.0 0.0 0.0
H 2.41743 -1.34874 -0.79647 0.1 -0.1 0.0
C -1.30543 1.46536 -0.63281 0.0 0.1 0.3
H 2.98840 2.77165 -1.78812 0.1 0.1 0.0
H 2.41760 4.44233 3.67340 0.1 0.0 -0.1
H 0.93650 4.90004 1.49185 -0.1 0.1 0.0
H 3.65465 -3.72367 -2.73529 0.1 0.0 0.0
N -2.13190 0.28235 -0.39866 0.3 0.3 -0.2
C -1.57442 2.46354 0.52297 0.5 -0.1 -0.4
N -1.16792 -2.81633 -0.06194 0.6 -0.2 -0.1
H -2.67762 0.17883 -2.38794 0.0 -0.1 0.1
H 1.66167 -6.58192 -3.28600 0.2 -0.1 -0.1
C 1.97133 -4.82165 -2.03321 0.2 -0.8 -0.6
O -2.70845 2.89305 0.67581 -0.5 0.2 0.2
H 4.41727 -1.40393 -2.07052 0.0 0.0 0.0
H 0.32233 5.52364 3.03013 0.0 0.1 0.0
H -0.94258 -6.16893 -2.64367 -0.2 -0.1 0.0
H -1.70085 1.95795 -1.52900 0.0 -0.1 0.2
C 1.61771 3.81842 3.27769 0.0 0.2 0.1
O -4.25030 2.13153 -1.48074 0.2 0.4 0.1
H -1.56897 4.22502 2.32130 0.1 -0.1 0.0
C 0.58844 4.61818 2.48450 0.0 -0.1 0.0
N -3.23996 -3.43162 -0.40533 -0.9 0.3 0.4
H -5.13686 0.40624 -1.99032 0.0 -0.1 0.1
H -4.83173 0.58717 -0.24481 0.0 -0.1 0.0
C -0.62489 3.68484 2.41683 -0.3 0.2 0.0
O 4.21923 0.58873 -1.53093 -0.2 0.3 0.0
C -2.88212 -1.54726 1.07274 0.0 0.5 0.6
H 0.58272 3.17718 -1.41390 0.0 0.1 0.0
C 3.42586 -4.51538 -2.02068 -0.3 0.2 0.1
H 0.32958 2.30871 1.14857 -0.1 -0.1 -0.1
O 1.14077 -4.02414 -1.33696 0.0 0.4 0.3
N -2.43629 -2.59919 0.21127 0.2 -0.7 -0.5
H 4.71375 -1.04229 -0.34621 0.0 0.0 0.0
C 2.04487 -0.34570 -0.92638 0.4 0.0 -0.1
```
Forces are in eV/Å.

Computed properties:
SMILES string: COc1ccc([C@H](C(=O)NC2CCCC2)N(CCO)C(=O)Cn2nnc(-c3ccc(C)o3)n2)cc1
HOMO-LUMO gap in eV: 9.08
Strongest force on any atom in eV/A: 1.38
LUMO level in eV: 0.61

Atomic partial charges in e from the Mulliken method, atoms 1 to 2: number 1, C, carries 0.6935; number 2, C, carries -0.6739